This record from the OMol25 dataset describes a molecular structure, C17H20AsBrINiO2S. The level of theory is the ωB97M-V functional and the def2-TZVPD basis.

Results
total charge = +1
LUMO energy (spin up / spin down) = -2.67 / -3.52 eV
HOMO energy (spin up / spin down) = -10.9 / -11.0 eV
multiplicity = 3
Kohn-Sham gap (spin up / spin down) = 0.3035 / 0.2736 Eh
ΔE to the lowest compared entry with this formula, charge and spin = 0.2119 eV

Last column: Löwdin charge in e.
Cartesian coordinates (Å):
Ni (-0.61206, -0.42562, 0.20105)  0.18
C (0.56813, -4.13615, 1.66284)  0.01
C (0.06734, -3.12523, 0.67313)  -0.33
O (-0.38845, -2.06777, 1.17639)  -0.08
C (0.09261, -3.38597, -0.74294)  -0.09
C (0.56859, -4.64835, -1.18883)  -0.02
C (0.60210, -4.98271, -2.51123)  -0.07
C (0.15573, -4.04390, -3.45731)  -0.05
C (-0.31335, -2.81730, -3.06870)  -0.01
C (-0.36180, -2.45144, -1.71014)  -0.31
O (-0.84831, -1.26456, -1.42383)  -0.20
H (0.55625, -3.69254, 2.65326)  0.09
H (1.57911, -4.45471, 1.41034)  0.10
H (-0.06845, -5.02303, 1.66179)  0.11
H (0.90151, -5.37301, -0.45917)  0.11
H (0.96333, -5.95122, -2.82581)  0.11
H (0.18371, -4.29144, -4.51145)  0.11
H (-0.66073, -2.09106, -3.79147)  0.12
Br (-5.20324, 0.23007, 2.87554)  0.77
C (-5.07664, -0.50500, 1.15064)  -0.75
C (-6.04137, -1.42016, 0.74962)  -0.12
C (-5.98276, -1.98681, -0.51365)  -0.06
C (-4.96435, -1.65077, -1.39252)  -0.06
C (-3.99607, -0.73541, -1.00989)  -0.15
C (-4.07058, -0.17256, 0.25566)  -0.68
I (-2.58102, 1.19992, 0.77735)  1.16
H (-6.83342, -1.68382, 1.43635)  0.11
H (-6.74172, -2.69876, -0.80940)  0.12
H (-4.91603, -2.09817, -2.37597)  0.12
H (-3.18518, -0.48168, -1.67817)  0.09
C (0.87320, 3.48781, 0.99421)  -0.24
As (1.53826, 2.30703, -0.35591)  0.72
C (3.31264, 2.89894, -0.73253)  -0.24
C (0.51939, 2.55381, -1.95501)  -0.24
S (1.58956, 0.27145, 0.25894)  0.30
H (0.73990, 4.48324, 0.57324)  0.05
H (1.61510, 3.51324, 1.78997)  0.05
H (-0.06666, 3.12240, 1.39906)  0.00
H (3.29146, 3.95017, -1.01514)  0.05
H (3.71263, 2.29853, -1.54606)  0.05
H (3.91962, 2.76217, 0.15938)  0.05
H (0.36324, 3.61656, -2.13393)  0.05
H (-0.43498, 2.03890, -1.86830)  0.01
H (1.09274, 2.11334, -2.76821)  0.05